# 1
{
  "formula": "C24H30ClN6",
  "method": "wB97M-V/def2-TZVPD",
  "elements": ["C", "H", "C", "H", "H", "H", "H", "H", "C", "H", "H", "C", "C", "H", "C", "H", "H", "C", "C", "H", "H", "C", "C", "H", "H", "C", "C", "H", "H", "C", "C", "H", "C", "C", "H", "N", "N", "H", "C", "H", "N", "N", "C", "C", "C", "N", "C", "C", "H", "H", "H", "Cl", "H", "H", "N", "H", "H", "H", "C", "H", "C"],
  "xyz": [[-1.525971, 0.039841, 3.421762], [-0.364062, -2.235661, -1.640732], [-4.077620, 3.777779, -2.503852], [2.529904, 1.119240, 0.753411], [-1.523193, 0.063880, 5.570088], [3.973482, 0.726555, 4.460014], [2.271616, -1.459531, 1.460600], [4.513475, 3.138797, 1.207654], [-3.205676, 3.012128, -0.422057], [4.729815, 2.503788, 6.038869], [-3.238805, -1.747739, 5.718531], [-1.982330, 2.843413, -1.056366], [-4.273611, 3.489829, -1.162619], [3.790726, -0.114143, 0.475745], [1.779152, -0.892783, 0.659487], [-2.350659, -2.064836, -5.261809], [0.559937, -4.070566, -3.209068], [-2.888836, -1.387008, 4.760254], [-1.839983, -3.008512, -5.099974], [5.415763, 4.715010, 5.098242], [0.914961, -0.424728, 1.123900], [-2.084313, -0.562953, 2.302947], [-1.938119, -0.381294, 4.674067], [1.182897, -2.840123, -0.069786], [0.659666, -0.992538, -2.300435], [-2.197192, -4.141417, -5.816334], [5.020445, 4.099671, 3.076055], [-2.620089, 3.779056, -4.088870], [-1.754387, -6.225158, -6.108196], [-0.497287, -5.311833, -4.622566], [5.079920, 3.916081, 4.448132], [2.268261, -1.940421, -1.105908], [0.241527, -1.369053, -1.373524], [-3.382738, -1.925654, 3.583135], [5.306924, 5.039613, 2.623685], [-3.000027, -1.532018, 2.369047], [-1.778968, 3.113087, -2.345164], [-1.781728, -0.261733, 1.306519], [-0.221865, -4.123980, -3.960173], [-4.125521, -2.716951, 3.605733], [4.216416, 1.864215, 2.776352], [-0.873832, -2.987086, -4.185447], [4.581847, 3.044465, 2.287189], [4.279428, 1.702134, 4.094846], [1.394448, -1.840559, -0.463520], [2.692907, 0.562017, -1.216017], [-1.507933, -5.318120, -5.569919], [4.700650, 2.690567, 4.973252], [-5.243662, 3.634262, -0.702926], [-2.993899, -4.100802, -6.547207], [-1.121875, 2.468585, -0.511656], [4.070478, -0.163437, -2.075802], [-0.781025, 0.815215, 3.306216], [-3.314465, 2.770859, 0.626735], [-0.612838, -0.307488, -0.786509], [-4.883516, 4.153002, -3.120667], [0.067693, -6.206766, -4.399792], [-0.664079, 0.440380, -1.473158], [-2.816787, 3.570619, -3.042162], [-1.568466, -0.656965, -0.748396], [2.793020, 0.217768, 0.188146]],
  "forces_ev_per_angstrom": [[-0.0140, 0.0002, 0.0860], [-0.1913, -0.0124, 0.0127], [-0.0150, 0.0021, 0.0131], [0.2057, 0.0877, 0.2033], [0.0014, -0.0033, -0.0013], [0.0112, 0.0171, 0.0447], [-0.0360, -0.1326, 0.0449], [0.0017, 0.0161, 0.0067], [-0.0475, 0.0207, -0.0168], [-0.0027, -0.0156, -0.0020], [-0.0090, -0.0180, -0.0081], [0.1877, -0.0224, 0.0018], [-0.0296, -0.0019, 0.0347], [0.2169, 0.1869, 0.1388], [0.7890, 0.0760, 0.2984], [-0.0289, -0.0227, -0.0339], [0.0055, -0.0312, -0.0091], [0.0081, 0.0086, 0.0134], [0.0352, 0.0651, 0.0585], [-0.0008, -0.0027, -0.0010], [-0.2654, -0.0095, -0.1355], [-0.1241, -0.0440, -0.1726], [0.0245, 0.0291, 0.0164], [-0.1927, 0.0008, 0.1347], [0.1568, 0.0808, -0.0009], [0.0084, -0.0268, -0.0029], [0.0022, -0.0131, 0.0799], [-0.0498, 0.0151, -0.0076], [-0.0002, 0.0018, 0.0010], [-0.0469, -0.0045, -0.0483], [0.0093, 0.0307, -0.0003], [0.1095, -0.0837, -0.0510], [0.2364, -0.0591, 0.1974], [-0.0202, -0.0411, -0.1153], [-0.0061, -0.0059, -0.0222], [0.0104, 0.0814, 0.1537], [-0.1722, 0.0463, 0.0403], [0.1594, 0.0207, 0.0720], [0.1034, 0.1193, 0.1301], [-0.0004, 0.0005, 0.0571], [0.0999, 0.0418, 0.3009], [-0.1350, -0.0951, -0.1752], [-0.0533, -0.0681, -0.2279], [-0.0227, -0.0288, -0.0639], [-0.0278, 0.0776, -0.1495], [-0.1034, 0.3832, 0.1427], [0.0023, -0.0316, -0.0082], [0.0016, 0.0227, 0.0023], [0.0011, -0.0034, -0.0009], [-0.0024, 0.0181, 0.0006], [-0.0177, -0.0127, 0.0136], [0.1617, -0.2438, -0.1280], [0.0251, -0.0242, -0.0502], [0.0274, -0.0210, 0.0039], [-0.5978, -0.1187, -0.5030], [0.0099, -0.0022, -0.0180], [0.0152, 0.0097, 0.0174], [0.2209, 0.0588, 0.1975], [0.1131, -0.0329, -0.0357], [0.0883, -0.0149, 0.0282], [-0.8366, -0.2708, -0.5571]],
  "multiplicity": 1,
  "homo_lumo_gap_ev": 4.13,
  "e_tot_ha": -1721.1539,
  "charge": -1
}

***

# 2
{
  "formula": "C24H30F18O12",
  "method": "wB97M-V/def2-TZVPD",
  "elements": ["C", "C", "C", "H", "O", "F", "C", "F", "H", "F", "H", "H", "C", "C", "O", "F", "O", "H", "H", "C", "F", "C", "C", "H", "H", "H", "C", "C", "O", "H", "H", "H", "H", "H", "C", "H", "C", "C", "F", "H", "H", "O", "F", "C", "O", "F", "F", "O", "C", "C", "C", "H", "H", "O", "H", "H", "F", "H", "H", "F", "C", "C", "H", "F", "O", "C", "H", "H", "H", "F", "O", "H", "O", "C", "F", "F", "C", "F", "F", "H", "F", "O", "H", "C"],
  "xyz": [[2.816912, -4.056967, 0.377799], [3.331381, 0.135293, 1.956211], [-0.447162, 1.358726, -1.211381], [3.289178, -0.942573, 2.097050], [-0.580834, -9.397584, -2.510226], [3.543847, 4.906221, 1.178168], [-1.295645, 3.304549, 4.068490], [-1.820387, 11.087253, -2.126806], [1.412268, -5.161517, -0.826360], [2.947358, 4.566502, 3.232604], [-1.630447, -6.320559, -4.385296], [-0.837560, 3.287583, -0.413018], [2.389507, -4.696875, -0.932529], [-2.931225, -0.916077, 2.814055], [-1.231512, 8.113449, -0.785278], [-3.319390, -9.536440, -1.582087], [-1.089259, 0.090049, -1.476484], [3.157277, -5.423002, -1.191802], [-1.409064, -5.028732, -3.190128], [-1.916433, -0.352264, 3.755821], [1.467764, 5.118259, 1.761705], [2.340204, -2.697051, -4.043471], [2.343798, 2.925962, 1.599550], [0.323834, -7.526581, -3.498119], [3.441721, 0.336458, 0.892119], [-0.933592, -0.786451, 3.560165], [-1.083324, 7.400124, 0.455624], [2.668572, -3.906874, -3.143159], [2.179664, 2.177031, 2.667500], [0.638708, -6.213822, -2.329878], [-0.225241, -5.270813, -4.509451], [-2.150968, -0.557530, 4.801567], [-1.469547, 1.921348, 0.606197], [3.781770, -3.568745, 0.216443], [-1.193681, -8.574278, -1.899789], [0.514313, 1.192139, -0.730023], [-0.915316, -0.856933, -0.588673], [-1.453176, -2.214169, -1.078714], [-2.766055, -7.964257, -0.200200], [-0.081424, 7.563753, 0.851660], [1.749885, 0.384383, 3.446348], [3.265039, -4.863094, -3.536773], [3.318723, -1.781950, -3.928012], [-1.267353, 5.946392, 0.155765], [2.296185, 2.567225, 0.459478], [-0.415027, -3.053153, -1.185805], [2.263251, -3.073397, -5.316980], [-1.832581, 1.062716, 3.527272], [-1.308087, 2.310500, -0.400707], [-1.008538, 10.020076, -2.182671], [-0.116409, -6.718828, -2.921555], [1.215835, 0.528765, 1.808460], [-2.230252, 5.689431, -0.286988], [-0.774056, 1.454129, 5.474194], [-2.303786, 2.372481, -0.847156], [-0.293227, 1.789106, -2.198706], [-1.489934, 9.173005, -3.100334], [-2.656267, -0.654900, 1.789687], [-1.136743, 5.315280, 1.033622], [-2.307560, -2.718444, -0.187732], [-0.894439, -5.765270, -3.804354], [-1.265557, 1.809851, 4.448574], [-1.820636, 7.790019, 1.156533], [-1.630215, 3.512340, 2.795122], [-1.054658, -7.263847, -1.958460], [-0.887845, 9.393205, -0.776574], [2.091845, -3.291786, 0.654147], [-2.949963, -2.006073, 2.847038], [-0.492601, 5.623385, -0.547321], [1.184742, -2.117234, -3.700209], [-0.373445, -0.775463, 0.474896], [4.187058, 0.558506, 2.482510], [-0.511577, 10.019456, 0.161604], [2.058409, 0.758088, 2.470671], [-1.818394, -9.905952, -0.070626], [-0.091478, 3.842971, 4.268631], [-2.299558, -8.992309, -0.912781], [-2.169986, 3.942199, 4.854662], [-2.067169, -2.150737, -2.257383], [2.973099, -4.811797, 1.142332], [0.202821, 10.430424, -2.579049], [2.227781, -3.686023, -1.922104], [-3.958975, -0.587437, 2.968701], [2.584830, 4.409133, 1.962155]],
  "forces_ev_per_angstrom": [[0.1614, 0.5490, -0.7324], [0.0089, 0.2101, -0.1216], [0.1117, 0.7441, -0.0892], [0.0855, -0.0389, 0.0898], [0.0265, -0.1679, -0.0808], [-0.0996, -0.0123, 0.0566], [0.1757, 0.0925, 0.1855], [0.1822, -0.2230, -0.0550], [0.0591, -0.2119, 0.0393], [0.0472, 0.0299, -0.0228], [-0.0490, 0.0305, 0.0145], [-0.0018, 0.0720, 0.2427], [0.3048, -0.4424, 1.1139], [-0.3308, -0.2482, -0.8617], [0.0652, 0.1318, -0.4120], [-0.0261, 0.0154, -0.0493], [-0.0795, -0.0584, -0.0595], [-0.2424, -0.0653, -0.5362], [0.0131, 0.1165, -0.0951], [0.2007, -0.5650, 0.4609], [-0.1271, 0.0017, -0.1144], [0.1051, 0.1580, -0.0965], [-0.1961, -0.1338, -0.0221], [0.1088, -0.0566, 0.1058], [0.0805, -0.0175, 0.0170], [0.0184, 0.0890, -0.0382], [-0.0394, -0.0266, 0.3394], [0.1169, -0.1813, 0.0082], [0.1424, 0.3935, 0.2498], [0.1221, -0.0296, -0.0988], [0.0159, 0.0750, 0.0716], [-0.0451, 0.2308, -0.0108], [0.2700, 0.2844, 0.1297], [-0.0500, 0.0537, 0.0717], [0.2090, -0.0095, -0.1735], [0.0018, -0.1120, -0.0430], [-0.0188, 0.0823, -0.2394], [-0.0608, -0.0154, -0.1211], [-0.0291, -0.0688, 0.0196], [-0.0493, 0.2340, 0.0347], [0.3391, 0.0778, 0.1231], [-0.0259, -0.0742, -0.1739], [-0.1602, -0.1115, -0.0134], [0.1854, -0.8140, -0.4329], [-0.0436, 0.0391, -0.3004], [-0.0472, -0.1319, -0.0228], [-0.0025, 0.0375, 0.1179], [-0.2910, 0.2983, -0.3560], [-0.4791, -0.9620, -0.1009], [-0.1315, 0.1212, -0.1300], [-0.3318, 0.0806, -0.2377], [0.1479, 0.3132, -0.1205], [-0.0719, 0.2638, 0.0369], [0.1437, -0.1745, 0.3005], [0.1043, 0.2068, -0.1355], [0.1171, -0.1903, -0.0472], [0.1193, 0.2247, 0.2020], [-0.0366, 0.0143, 0.0629], [-0.0449, 0.2560, 0.2176], [-0.0609, -0.0408, 0.1042], [0.1045, -0.1670, 0.0551], [0.0986, 0.0037, -0.0478], [0.0570, 0.0111, 0.0721], [-0.1211, 0.0505, -0.1123], [-0.1365, 0.0696, 0.1430], [-0.1880, -0.5775, -0.1228], [0.0114, -0.1234, 0.3558], [0.1731, 0.0030, 0.1856], [-0.0769, 0.0921, -0.0269], [0.0671, -0.0225, -0.0595], [0.1758, 0.0292, 0.3951], [0.0722, -0.2022, 0.0593], [0.1614, 0.3769, 0.3040], [-0.8126, -0.6428, -0.0645], [0.0068, -0.0428, 0.0798], [0.0016, -0.0146, -0.0076], [-0.0512, 0.1305, 0.1296], [-0.0610, -0.0072, -0.1118], [0.0402, -0.0127, 0.0330], [-0.3029, -0.0298, 0.1280], [-0.1609, -0.0311, -0.0190], [-0.0119, 0.5616, -0.0978], [0.1318, 0.2340, 0.2814], [0.2035, -0.0324, 0.1764]],
  "multiplicity": 1,
  "homo_lumo_gap_ev": 11.63,
  "e_tot_ha": -3633.1020,
  "smiles": "CCOC(=O)C(F)(F)F.CCOC(=O)C(F)(F)F.CCOC(=O)C(F)(F)F.CCOC(=O)C(F)(F)F.CCOC(=O)C(F)(F)F.CCOC(=O)C(F)(F)F",
  "charge": 0,
  "relative_energy_kcal_mol": 0.0
}